Record 1
{
  "formula": "C24H27AsN9O4PRu",
  "method": "ωB97M-V with the def2-TZVPD basis set",
  "symbols": ["Ru", "As", "P", "O", "O", "O", "O", "N", "N", "N", "N", "N", "N", "N", "N", "N", "C", "C", "C", "C", "C", "C", "C", "C", "C", "C", "C", "C", "C", "C", "C", "C", "C", "C", "C", "C", "C", "C", "C", "C", "H", "H", "H", "H", "H", "H", "H", "H", "H", "H", "H", "H", "H", "H", "H", "H", "H", "H", "H", "H", "H", "H", "H", "H", "H", "H", "H"],
  "xyz": [[0.0648, 0.8318, 1.4030], [0.7186, -1.0910, -1.7331], [-0.9856, 3.0347, 1.2082], [-2.4436, 2.9068, 0.5148], [0.2509, 0.2550, -0.7653], [-0.2805, 4.0400, 0.1609], [-1.3600, 4.1056, 2.3414], [-1.4845, -0.7760, 2.1056], [-0.2665, -1.7043, 3.9459], [-1.3699, -2.9868, 2.2904], [-2.1915, -1.2974, 1.1283], [0.7581, -0.4165, 5.6516], [-2.1192, -2.5758, 1.2595], [0.0944, 0.6863, 3.8564], [1.0565, 0.8911, 5.7822], [0.6593, 1.5431, 4.7336], [-2.3007, -3.4286, 0.0191], [0.1094, 1.5441, -5.0105], [3.7158, -0.1654, -0.1612], [-1.0077, -1.8297, 2.8227], [-3.3551, 1.9047, 0.9867], [-3.4644, -2.0492, -1.6686], [3.5334, -2.7673, 0.7471], [-0.4114, 4.4724, 3.3552], [2.9917, -0.4072, 1.0194], [0.1773, -0.4866, 4.4712], [-1.0024, -2.0721, -1.5902], [-3.5375, -3.0103, -0.7168], [0.2671, 1.0228, -3.7293], [4.2651, -2.5015, -0.4031], [2.9094, -1.7436, 1.4431], [0.0977, -0.6862, -5.9097], [0.2602, -1.1989, -4.6296], [2.3621, 0.6663, 1.7732], [-1.0344, -3.1378, -0.7534], [0.3334, 3.4938, -1.0223], [-2.2165, -1.4754, -2.0236], [0.0250, 0.6900, -6.1028], [4.3452, -1.1878, -0.8509], [0.3430, -0.3500, -3.5270], [4.7568, -3.3014, -0.9444], [4.8994, -0.9615, -1.7559], [2.3528, -1.9643, 2.3500], [-0.1173, -3.5988, -0.4003], [-0.9824, 4.9042, 4.1716], [-3.2827, 1.0124, 0.3669], [-3.1568, 1.6253, 2.0233], [0.5660, 2.4334, -0.9168], [-4.4856, -3.4406, -0.4159], [3.7781, 0.8557, -0.5242], [0.0287, -1.3542, -6.7604], [0.0498, 2.6163, -5.1586], [-4.3748, -1.6987, -2.1434], [1.2449, 4.0581, -1.2115], [-0.1001, 1.0935, -7.1016], [0.1444, 3.6137, 3.7225], [0.3203, 1.6781, -2.8663], [0.2759, 5.2222, 2.9588], [-0.3482, 3.6135, -1.8653], [-4.3574, 2.3228, 0.9195], [0.0610, -2.5435, 4.3893], [-2.1785, -0.5899, -2.6465], [3.4474, -3.7875, 1.1064], [-2.3593, -4.4436, 0.3977], [2.6969, 1.6706, 1.5229], [2.2961, 0.4955, 2.8410], [0.3170, -2.2742, -4.4811]],
  "forces_ev_per_a": [[0.9, 0.2, 0.1], [0.1, -0.2, 0.0], [-0.1, 0.1, -0.4], [0.0, 0.0, 0.1], [-0.2, 0.3, 0.3], [0.2, -0.2, -0.1], [0.0, -0.1, 0.2], [-0.1, -0.1, 0.0], [0.0, 0.1, -0.1], [-0.1, -0.1, -0.1], [0.1, 0.1, 0.1], [0.1, 0.0, 0.1], [-0.2, -0.3, -0.2], [-0.2, 0.0, 0.1], [-0.1, 0.0, -0.2], [0.1, -0.1, 0.1], [0.1, 0.1, -0.2], [0.0, -0.1, 0.0], [0.0, 0.0, 0.0], [0.1, 0.1, 0.1], [0.1, 0.0, 0.0], [0.1, 0.0, 0.0], [-0.1, 0.0, 0.0], [0.1, 0.1, -0.2], [0.1, 0.0, -0.1], [0.0, 0.0, 0.0], [-0.1, 0.2, -0.1], [0.1, 0.0, 0.1], [0.0, 0.0, 0.0], [0.0, 0.0, 0.0], [0.0, 0.0, 0.0], [0.0, 0.0, 0.0], [0.0, 0.1, 0.0], [-0.9, -0.1, -0.2], [-0.2, 0.0, 0.2], [-0.1, 0.2, 0.1], [0.0, -0.1, 0.1], [0.0, 0.0, 0.0], [0.0, 0.0, 0.0], [0.1, 0.0, 0.0], [0.0, 0.0, 0.0], [0.0, 0.0, 0.0], [0.0, 0.0, 0.0], [0.0, 0.0, 0.0], [0.0, 0.0, 0.0], [0.0, 0.0, 0.0], [0.0, 0.0, 0.0], [0.0, -0.1, 0.1], [0.1, 0.0, 0.0], [0.0, 0.0, 0.0], [0.0, 0.0, 0.0], [0.0, 0.0, 0.0], [0.0, 0.0, 0.0], [0.0, 0.0, 0.0], [0.0, 0.0, 0.0], [0.0, -0.2, 0.0], [0.0, -0.1, -0.1], [0.0, 0.0, 0.0], [-0.1, 0.1, 0.0], [0.0, 0.0, 0.0], [0.0, 0.0, 0.1], [0.0, 0.0, 0.0], [0.0, 0.0, 0.0], [0.0, -0.1, 0.0], [0.1, 0.0, 0.0], [0.2, 0.1, 0.1], [0.0, 0.0, 0.0]],
  "e_homo_ev": [-3.52, -4.76],
  "homo_lumo_gap_ev": [6.21, 5.85],
  "spin_multiplicity": 6,
  "e_tot_ev": -119633.6894,
  "lumo_ev": [2.690, 1.092],
  "charge": -1,
  "s2": 8.81
}

=====

Record 2
{
  "formula": "C24H27BF4N5O6SSiY",
  "method": "ωB97M-V with the def2-TZVPD basis set",
  "symbols": ["Y", "S", "Si", "F", "F", "F", "F", "O", "O", "O", "O", "O", "O", "N", "N", "N", "N", "N", "C", "C", "C", "C", "C", "C", "C", "C", "C", "C", "C", "C", "C", "C", "C", "C", "C", "C", "C", "C", "C", "C", "C", "C", "B", "H", "H", "H", "H", "H", "H", "H", "H", "H", "H", "H", "H", "H", "H", "H", "H", "H", "H", "H", "H", "H", "H", "H", "H", "H", "H", "H"],
  "xyz": [[0.1079, 1.5275, -0.6577], [7.0334, -5.0355, -0.5197], [-0.7029, 2.1592, -3.8284], [3.2433, 3.8147, -0.9818], [2.0350, 2.0343, -1.9051], [0.9214, 3.6844, -0.8169], [2.1615, 2.1963, 0.3264], [7.5245, -4.5541, 0.7651], [-2.9859, 2.8114, 5.7396], [-0.9712, 1.9424, -2.2432], [-5.9121, -0.9199, 2.5407], [7.5215, -6.3286, -0.9325], [6.9801, -4.0361, -1.5641], [1.1736, -0.5556, -0.4501], [-0.6314, 2.3511, 1.4205], [4.5214, -4.1900, -0.1781], [4.8881, -6.3865, 0.5979], [-1.8837, 0.4339, 0.0319], [-1.5087, 3.2159, 3.9250], [5.2801, -5.2638, -0.0049], [-3.6933, -1.0606, -0.3932], [-2.4412, 0.7746, 1.2063], [2.5147, -2.9722, 0.0490], [0.6903, -1.4711, 0.4070], [-5.5293, -1.4157, 1.2783], [3.0342, -2.0214, -0.8320], [-1.9789, 3.6802, 5.2713], [-0.3906, 3.7817, 3.3255], [3.2767, -4.2163, 0.2871], [0.0019, 3.3238, 2.0858], [2.7789, -5.3321, 0.9445], [2.3438, -0.8506, -1.0503], [-4.2587, -0.7495, 0.8397], [-2.1840, 2.2241, 3.2329], [1.3105, -2.6694, 0.6800], [3.6542, -6.4049, 1.0750], [-3.6252, 0.1884, 1.6378], [-2.2944, 2.7317, -4.6673], [-2.5147, -0.4459, -0.7501], [0.6114, 3.4619, -4.2132], [-1.7318, 1.8109, 1.9887], [-0.1722, 0.5007, -4.5806], [2.1922, 3.0085, -0.8753], [-3.0909, 1.9901, -4.5719], [3.9860, -2.2199, -1.3076], [0.4695, 3.8419, -5.2270], [-4.1647, -1.7706, -1.0597], [-0.2401, -1.2309, 0.9067], [-3.0544, 1.7827, 3.6924], [-2.6496, 3.6674, -4.2300], [0.8660, 3.7630, 1.6095], [-1.0282, -0.1698, -4.6947], [0.2629, 0.6456, -5.5715], [3.3520, -7.3126, 1.5870], [-5.3535, -2.4974, 1.3114], [1.7649, -5.3879, 1.3180], [0.5747, -0.0106, -3.9655], [-2.0475, -0.6506, -1.7064], [0.8597, -3.3461, 1.3925], [0.5414, 4.3115, -3.5296], [2.7504, -0.1135, -1.7283], [-3.2818, 3.1056, 6.6051], [-6.7328, -1.3413, 2.8089], [1.6239, 3.0627, -4.1505], [0.1750, 4.5649, 3.8119], [-1.1215, 3.7096, 5.9520], [-4.0814, 0.4438, 2.5813], [-6.2984, -1.2235, 0.5213], [-2.3554, 4.7051, 5.1647], [-2.1163, 2.9030, -5.7314]],
  "forces_ev_per_a": [[0.2, -0.6, 0.8], [0.0, 0.0, 0.5], [-0.2, 0.2, -1.5], [0.0, 0.0, 0.0], [0.2, 0.1, -0.2], [0.2, 0.3, 0.0], [0.2, 0.3, 0.0], [0.1, 0.0, -0.1], [0.0, 0.0, 0.0], [-0.7, 0.1, -0.9], [0.0, 0.0, 0.0], [-0.2, -0.1, 0.0], [-0.1, 0.0, -0.1], [0.3, -0.8, 0.0], [-0.6, 0.2, 0.8], [-0.3, 0.1, 0.0], [0.0, -0.1, 0.1], [-0.6, -0.1, 0.5], [0.1, 0.0, -0.1], [0.4, 0.1, -0.3], [-0.1, 0.0, 0.1], [-0.2, -0.4, -0.3], [-0.1, 0.3, -0.1], [-0.1, -0.1, 0.1], [0.0, 0.0, 0.0], [-0.1, -0.1, 0.1], [0.0, 0.1, 0.0], [-0.2, -0.1, 0.1], [0.4, -0.4, 0.1], [0.1, 0.1, 0.1], [-0.2, 0.1, 0.0], [0.1, -0.1, -0.1], [0.1, 0.0, -0.1], [-0.1, -0.2, 0.0], [0.0, 0.0, 0.0], [0.1, 0.1, -0.1], [0.0, 0.1, 0.1], [0.2, -0.2, 0.2], [0.1, 0.0, -0.2], [-0.2, -0.2, 0.2], [0.2, 0.3, 0.3], [-0.1, 0.3, 0.2], [0.8, 0.4, 0.3], [0.0, 0.0, 0.0], [0.0, 0.0, 0.0], [0.0, 0.0, 0.0], [0.0, 0.0, 0.0], [0.0, 0.0, 0.0], [0.0, 0.0, 0.0], [0.0, 0.0, 0.0], [0.0, -0.1, -0.1], [0.0, 0.0, 0.0], [0.0, 0.0, 0.0], [-0.1, 0.0, 0.0], [0.0, 0.0, 0.0], [0.0, 0.0, 0.0], [0.0, 0.0, 0.0], [0.0, 0.0, 0.0], [0.0, 0.0, 0.0], [0.0, 0.0, 0.0], [-0.1, 0.1, 0.0], [0.0, 0.0, 0.0], [0.0, 0.0, 0.0], [0.0, 0.0, 0.0], [0.0, 0.0, 0.0], [0.0, 0.0, 0.0], [0.1, 0.0, 0.0], [0.0, 0.0, 0.0], [0.0, 0.0, 0.0], [0.0, 0.0, 0.0]],
  "e_homo_ev": -7.03,
  "homo_lumo_gap_ev": 4.84,
  "e_above_lowest_kcal_mol": 11.13,
  "e_tot_ev": -76375.9401,
  "lumo_ev": -2.193
}